A) ORCA calculation (the ωB97M-V functional and the def2-TZVPD basis) on a cluster of 2 separate species, C4H11N2 in total.

Values from the calculation:
lowest unoccupied orbital energy = -0.2868 Eh
HOMO = -12.484 eV
charge = +1
frontier orbital gap = 4.68 eV

Positions of all 17 atoms, in Å:
C  1.9951  2.1347  -0.2182
C  1.4719  0.8898  0.5623
C  0.5558  0.0606  -0.2406
C  0.7124  -1.1886  -0.6899
N  -0.0198  -2.0429  -1.3792
N  -3.9014  -0.0148  1.5476
H  2.8709  2.6390  0.1840
H  2.2325  1.8286  -1.2365
H  1.1784  2.8509  -0.1922
H  1.0523  1.1817  1.5251
H  2.2928  0.2023  0.8100
H  1.6126  -1.5936  -0.2278
H  0.1460  -3.0295  -1.2784
H  -0.7540  -1.7090  -1.9815
H  -3.7198  0.4952  0.6980
H  -4.2988  0.5483  2.2851
H  -3.0534  -0.4220  1.9092

=====

B) ORCA calculation (the ωB97M-V functional and the def2-TZVPD basis) on a cluster of 2 separate species, C4H11N2 in total.

Values from the calculation:
lowest unoccupied orbital energy = -0.1621 Eh
HOMO = -14.019 eV
charge = +1
frontier orbital gap = 9.61 eV

Positions of all 17 atoms, in Å:
C  0.2622  -1.3860  0.8161
C  -1.5840  1.4026  -2.2001
C  -2.1529  1.1474  -1.0026
C  1.8821  0.6061  0.4232
N  1.0367  -1.8919  1.7756
N  0.7822  0.0549  0.1509
H  -0.6445  -1.0917  1.2956
H  -1.1645  0.6403  -2.8443
H  -0.0721  -1.9811  -0.0124
H  -1.8004  2.3455  -2.6384
H  -2.6247  1.7378  -0.2027
H  -1.9571  0.0873  -0.7087
H  2.3877  1.5640  0.3450
H  2.5978  -0.1369  0.9341
H  0.9954  -1.5532  2.7238
H  2.0160  -2.1822  1.5728
H  0.0401  0.6372  -0.4279

=====

C) ORCA calculation (the ωB97M-V functional and the def2-TZVPD basis) on a cluster of 2 separate species, C4H11N2 in total.

Values from the calculation:
lowest unoccupied orbital energy = -0.2046 Eh
HOMO = -14.682 eV
charge = +1
frontier orbital gap = 9.11 eV

Positions of all 17 atoms, in Å:
C  -1.2893  -1.6487  -0.1565
C  -1.4900  -0.3071  -1.0070
C  -0.9407  -0.3190  -2.2445
C  2.0537  1.9383  0.6517
N  -0.0278  -0.7015  1.5383
N  -0.0992  -1.1762  0.4348
H  -2.1350  -2.0244  0.5304
H  -1.0829  -2.5949  -0.7380
H  -1.9504  0.4718  -0.3912
H  -0.3113  -1.1660  -2.5275
H  2.1805  1.8456  -0.3545
H  -1.0820  0.6934  -2.8411
H  1.9349  0.9934  1.1257
H  2.9670  2.4571  1.0352
H  1.1214  2.5307  0.8551
H  0.8853  -0.1262  1.7517
H  -0.7342  -0.8667  2.3375

=====

Quick one: most stable of them? B)

=====

A) ORCA calculation (the ωB97M-V functional and the def2-TZVPD basis) on the molecule C3H4N4O.

Values from the calculation:
SMILES = O[C@@H]1Cn2nnnc21
lowest unoccupied orbital energy = 0.0172 Eh
HOMO = -10.671 eV
charge = 0
frontier orbital gap = 11.14 eV

Positions of all 12 atoms, in Å:
O  -1.8731  -0.9518  -0.4199
C  -0.9663  -0.3198  0.4371
C  -0.4822  1.1447  -0.0179
N  0.8658  0.5424  0.0975
N  2.1392  0.5978  -0.2649
N  2.5739  -0.6484  -0.1831
N  1.5496  -1.4961  0.1574
C  0.4969  -0.6883  0.3917
H  -1.4008  -1.2313  -1.2000
H  -1.4744  -0.2411  1.4395
H  -0.7716  1.3355  -1.0814
H  -0.6569  1.9564  0.6441

=====

B) ORCA calculation (the ωB97M-V functional and the def2-TZVPD basis) on the molecule C3H4N4O.

Values from the calculation:
SMILES = OCc1cnnnn1
lowest unoccupied orbital energy = -0.0393 Eh
HOMO = -10.352 eV
charge = 0
frontier orbital gap = 9.28 eV

Positions of all 12 atoms, in Å:
O  -2.0053  0.5475  1.6449
C  -0.6497  -0.0566  1.8039
C  0.0948  -0.0810  0.6249
C  1.3462  -0.6456  0.2991
N  1.6134  -0.7009  -1.0680
N  0.8955  -0.1012  -2.0388
N  -0.1468  0.5846  -1.6717
N  -0.6270  0.4160  -0.3477
H  -2.3105  0.5121  0.7041
H  -0.6557  -1.0996  2.3849
H  0.0245  0.7075  2.3818
H  2.0912  -1.1906  0.8854

=====

C) ORCA calculation (the ωB97M-V functional and the def2-TZVPD basis) on the molecule C3H4N4O.

Values from the calculation:
SMILES = CC(=O)n1cnnn1
lowest unoccupied orbital energy = -0.0396 Eh
HOMO = -10.856 eV
charge = 0
frontier orbital gap = 9.78 eV

Positions of all 12 atoms, in Å:
C  1.2965  -0.2083  -1.8945
C  0.3747  0.7645  -1.1653
O  -0.4361  1.6967  -1.5970
N  -0.0405  0.0448  -0.0352
C  0.2566  -1.2575  0.5198
N  -0.3453  -1.4014  1.7162
N  -0.9388  -0.1657  2.0607
N  -0.7085  0.6589  1.1429
H  2.4408  -0.0327  -1.4878
H  1.0342  -1.3125  -1.7109
H  1.5099  -0.0030  -3.1595
H  1.1682  -1.9743  0.1817

=====

D) ORCA calculation (the ωB97M-V functional and the def2-TZVPD basis) on the molecule C3H4N4O.

Values from the calculation:
SMILES = O/N=C\c1cnn[nH]1
lowest unoccupied orbital energy = 0.0028 Eh
HOMO = -9.212 eV
charge = 0
frontier orbital gap = 9.29 eV

Positions of all 12 atoms, in Å:
O  -2.2731  -0.8806  0.0175
N  -2.1637  0.3980  -0.0785
C  -1.0164  1.1187  0.0415
C  0.2794  0.6106  0.0467
C  1.5317  1.0206  -0.0052
N  2.4448  -0.1441  -0.1273
N  1.6727  -1.1750  -0.0670
N  0.4189  -0.7170  0.1672
H  -3.3631  -0.8498  -0.3023
H  -1.2759  2.0551  -0.2357
H  1.9982  1.9487  0.3373
H  -0.5500  -1.1420  0.3023

=====

Quick one: most stable of them? A)

=====

A) ORCA calculation (the ωB97M-V functional and the def2-TZVPD basis) on the molecule C3H4N4O.

Values from the calculation:
SMILES = N/N=C\c1cnno1
lowest unoccupied orbital energy = 0.0000 Eh
HOMO = -9.012 eV
charge = 0
frontier orbital gap = 9.01 eV

Positions of all 12 atoms, in Å:
N  2.1049  -0.9766  -0.1567
N  1.8142  0.2981  0.1687
C  0.6809  0.8681  0.2693
C  -0.5999  0.2633  -0.1250
C  -1.7946  0.9301  -0.2435
N  -2.7429  -0.0905  0.0413
N  -2.2159  -1.2596  0.2739
O  -0.9265  -1.0377  -0.0593
H  3.1640  -1.1119  0.0100
H  1.3531  -1.7313  -0.2419
H  1.0589  1.8822  0.2118
H  -1.8963  1.9658  -0.1486

=====

B) ORCA calculation (the ωB97M-V functional and the def2-TZVPD basis) on the molecule C3H4N4O.

Values from the calculation:
SMILES = Nc1nn[nH]c1C=O
lowest unoccupied orbital energy = -0.0003 Eh
HOMO = -8.730 eV
charge = 0
frontier orbital gap = 8.72 eV

Positions of all 12 atoms, in Å:
N  -0.3562  1.9152  -0.0927
C  0.3955  0.8430  -0.0230
N  1.7299  0.6831  -0.0150
N  2.0157  -0.6179  0.0497
N  0.9022  -1.3160  0.0371
C  -0.1697  -0.4774  -0.0172
C  -1.5674  -0.9838  -0.0721
O  -2.4725  -0.1372  0.0726
H  -0.0252  2.7442  0.3124
H  -1.3561  1.7384  0.1466
H  0.9079  -2.2733  -0.1380
H  -1.7387  -2.0539  -0.0817

=====

C) ORCA calculation (the ωB97M-V functional and the def2-TZVPD basis) on the molecule C3H4N4O.

Values from the calculation:
SMILES = O=C/N=c1/[nH]cn[nH]1
lowest unoccupied orbital energy = 0.0261 Eh
HOMO = -8.708 eV
charge = 0
frontier orbital gap = 9.42 eV

Positions of all 12 atoms, in Å:
O  -0.7729  -1.9664  -1.3418
C  -0.5477  -2.2856  -0.1407
N  0.3115  -1.4074  0.4610
C  0.1102  -0.1723  0.1258
N  0.8175  0.8336  0.8186
C  0.5791  2.0705  0.1868
N  -0.4313  1.9488  -0.6269
N  -0.6234  0.6565  -0.7220
H  -0.8785  -3.4138  0.3475
H  1.6614  0.5797  1.3542
H  1.1822  2.7757  0.8537
H  -1.4083  0.3807  -1.3164

=====

Quick one: most stable of them? B)

=====

A) ORCA calculation (the ωB97M-V functional and the def2-TZVPD basis) on a structure of composition C3H7NO.

Values from the calculation:
lowest unoccupied orbital energy = 0.0276 Eh
HOMO = -9.688 eV
charge = 0
frontier orbital gap = 10.44 eV

Positions of all 12 atoms, in Å:
C  1.1074  0.9398  -0.0266
C  0.9891  -0.5695  -0.0062
C  -1.5059  -0.2821  0.0918
H  0.8450  1.6729  0.9631
H  0.6756  1.3954  -0.8294
H  2.4191  1.1810  -0.2069
H  -0.4912  -1.9124  -0.6632
H  -1.6023  0.4590  1.1459
H  -1.6438  0.3586  -0.9403
H  -2.4423  -0.8335  0.3139
N  -0.2851  -1.1072  -0.0056
O  1.9343  -1.3020  0.1635

=====

B) ORCA calculation (the ωB97M-V functional and the def2-TZVPD basis) on the molecule C3H7NO.

Values from the calculation:
SMILES = CCNC=O
lowest unoccupied orbital energy = 0.0359 Eh
HOMO = -9.713 eV
charge = 0
frontier orbital gap = 10.69 eV

Positions of all 12 atoms, in Å:
C  1.7341  -0.5293  -0.3340
C  0.9496  0.4673  0.5164
N  -0.2797  0.9462  -0.1507
C  -1.4280  0.1278  -0.1958
O  -1.3680  -1.0015  0.1923
H  1.0937  -1.5834  -0.4303
H  2.2768  -0.2153  -1.1016
H  2.7531  -0.9154  0.1332
H  1.2725  1.3074  0.6295
H  0.5584  -0.0597  1.5223
H  -0.2906  1.7903  -0.5128
H  -2.2956  0.6693  -0.6436

=====

Quick one: most stable of them? A)

=====

A) ORCA calculation (the ωB97M-V functional and the def2-TZVPD basis) on the molecule C3H7NO.

Values from the calculation:
SMILES = CNCC=O
lowest unoccupied orbital energy = 0.0339 Eh
HOMO = -9.448 eV
charge = 0
frontier orbital gap = 10.37 eV

Positions of all 12 atoms, in Å:
C  1.1210  -1.5355  -0.6944
N  1.2792  -0.3405  0.1886
C  0.2327  0.5244  -0.2283
C  -1.1634  0.3270  0.3924
O  -1.8628  1.2897  0.6437
H  0.5252  -2.1786  -0.2489
H  0.6895  -1.4225  -1.7212
H  2.2637  -1.8483  -0.6634
H  2.2567  -0.0434  0.0191
H  0.1529  0.7079  -1.4334
H  0.4529  1.5948  0.1493
H  -1.5349  -0.6390  0.6112

=====

B) ORCA calculation (the ωB97M-V functional and the def2-TZVPD basis) on a structure of composition C3H7NO.

Values from the calculation:
lowest unoccupied orbital energy = 0.0380 Eh
HOMO = -8.923 eV
charge = 0
frontier orbital gap = 9.96 eV

Positions of all 12 atoms, in Å:
O  1.5384  0.4931  0.8509
C  1.1929  -0.5947  0.0375
C  -0.1685  -0.3184  -0.6302
C  -1.2769  0.1645  0.2901
N  -0.5134  1.0178  -0.8943
H  1.2165  1.2693  0.3567
H  1.0826  -1.4789  0.6749
H  1.9861  -0.8174  -0.7030
H  -0.4919  -1.1100  -1.3235
H  -0.9152  0.3197  1.3008
H  -2.2579  -0.2694  0.1082
H  -1.3925  1.3244  -0.0682

=====

C) ORCA calculation (the ωB97M-V functional and the def2-TZVPD basis) on a cluster of 2 separate species, C3H7NO in total.

Values from the calculation:
lowest unoccupied orbital energy = -0.0750 Eh
HOMO = -8.916 eV
charge = 0
frontier orbital gap = 6.88 eV

Positions of all 12 atoms, in Å:
C  1.2984  0.8883  -0.1637
N  0.7450  -0.7999  -0.3545
C  -2.1357  -0.2917  -0.2553
C  1.7382  -0.4668  0.5147
O  0.8272  1.7461  0.5365
H  1.6416  1.1978  -1.1401
H  -2.1312  0.6438  0.3032
H  -1.3824  -0.1486  -1.0207
H  -1.7694  -1.1039  0.3648
H  1.5333  -0.4409  1.5854
H  -3.1429  -0.5087  -0.6226
H  2.7779  -0.7155  0.2523

=====

D) ORCA calculation (the ωB97M-V functional and the def2-TZVPD basis) on the molecule C3H7NO.

Values from the calculation:
SMILES = OC[C@H]1CN1
lowest unoccupied orbital energy = 0.0386 Eh
HOMO = -9.836 eV
charge = 0
frontier orbital gap = 10.89 eV

Positions of all 12 atoms, in Å:
O  -1.0845  -0.4401  1.4170
C  -0.0591  0.4960  1.2297
C  0.3603  0.5720  -0.2469
C  0.5641  -0.7287  -0.8417
N  -0.7208  0.1092  -1.0960
H  -1.6314  -0.3533  0.6130
H  0.8146  0.1544  1.8008
H  -0.3415  1.4856  1.6136
H  1.0363  1.3860  -0.5024
H  0.3792  -1.6380  -0.2993
H  1.2757  -0.7473  -1.6759
H  -0.5929  -0.2958  -2.0120

=====

Quick one: most stable of them? A)

=====

A) ORCA calculation (the ωB97M-V functional and the def2-TZVPD basis) on a cluster of 2 separate species, C5H14 in total.

Values from the calculation:
SMILES = CCC.CC
lowest unoccupied orbital energy = 0.0400 Eh
HOMO = -10.916 eV
charge = 0
frontier orbital gap = 12.01 eV

Positions of all 19 atoms, in Å:
C  -2.3624  -2.0421  0.7298
C  -1.0298  -1.3674  1.3305
C  0.0601  -1.4956  0.2370
H  -2.1933  -1.7561  -0.3181
H  -2.1861  -3.1113  0.6621
H  -3.2892  -1.6746  1.1316
H  -0.8523  -1.8622  2.2759
H  -1.3404  -0.2889  1.4706
H  0.2949  -2.5549  0.3026
H  1.0201  -0.9710  0.4133
H  -0.1179  -0.9101  -0.6877
C  1.5462  2.7376  -0.3202
C  1.3881  1.8483  -1.5852
H  0.7240  3.4860  -0.3427
H  1.5935  2.2241  0.6287
H  2.5394  3.1768  -0.3337
H  0.3992  1.6673  -1.9607
H  2.1928  2.1203  -2.2873
H  1.6131  0.7738  -1.3464

=====

B) ORCA calculation (the ωB97M-V functional and the def2-TZVPD basis) on a cluster of 2 separate species, C5H14 in total.

Values from the calculation:
SMILES = CCC.CC
lowest unoccupied orbital energy = 0.0382 Eh
HOMO = -11.314 eV
charge = 0
frontier orbital gap = 12.35 eV

Positions of all 19 atoms, in Å:
C  -1.1360  1.4869  -1.2081
C  -2.2624  0.4613  -1.3799
C  -1.9328  -0.9825  -1.6711
H  -0.5959  1.6730  -2.1307
H  -0.3604  1.2089  -0.4858
H  -1.6431  2.3544  -0.7867
H  -2.8568  0.4628  -0.4660
H  -2.9006  0.8213  -2.1922
H  -1.4231  -1.3049  -2.5751
H  -1.2564  -1.4140  -0.9078
H  -2.8387  -1.5698  -1.5008
C  2.7845  -0.1347  1.3132
C  2.0106  -0.6820  2.4895
H  3.3999  0.7316  1.5761
H  3.5956  -0.8219  1.0384
H  2.1344  0.1076  0.4792
H  2.6090  -0.9435  3.3542
H  1.2913  0.0700  2.8452
H  1.3810  -1.5245  2.2085

=====

Quick one: most stable of them? B)